[1]
Formula: C5H12Al2BrFO3S
Source: the OMol25 dataset
Level of theory: ωB97M-V/def2-TZVPD

Positions of all 25 atoms, in Å:
C: 2.258 -1.175 0.450
O: 0.834 -1.312 0.622
C: 0.159 -1.484 -0.616
C: -1.346 -1.467 -0.448
C: -1.897 -0.400 0.464
C: -1.537 1.032 0.076
Al: 0.186 1.582 0.923
Br: -0.162 3.542 2.126
S: 1.799 2.169 -0.709
O: 1.692 3.563 -0.932
O: 1.467 1.292 -1.786
F: 3.196 1.834 -0.163
H: 2.524 -1.098 -0.596
H: 2.596 -0.291 0.970
H: 2.753 -2.042 0.871
H: 0.417 -2.485 -0.972
H: 0.524 -0.778 -1.357
H: -1.616 -2.423 0.002
H: -1.805 -1.476 -1.439
H: -1.623 -0.584 1.494
H: -3.026 -0.477 0.466
H: -1.477 1.197 -0.999
H: -2.306 1.705 0.443
H: 0.774 0.496 1.980
Al: -4.383 -0.920 -0.870

Values from the calculation:
HOMO-LUMO gap (eV): 4.028
Largest force on an atom (eV Å⁻¹): 2.33
Net charge: +2
E_HOMO (hartree): -0.6319

***

[2]
Formula: C2H2BrO2S
Source: the OMol25 dataset
Level of theory: ωB97M-V/def2-TZVPD

Positions of all 8 atoms, in Å:
O: -0.136 -1.304 -1.349
C: 0.430 -1.462 -0.292
O: 0.878 -2.439 0.326
C: 0.815 0.015 0.286
S: -0.190 1.221 -0.456
Br: 2.740 0.215 -0.338
H: 0.957 0.168 1.355
H: -0.401 0.197 -1.279

Values from the calculation:
HOMO-LUMO gap (eV): 8.089
Largest force on an atom (eV Å⁻¹): 3.64
SMILES string: O=C([O-])[C@H](S)Br
Net charge: -1
E_HOMO (hartree): -0.1707
Relative energy (zero: lowest compared OMol25 entry of this formula, charge and spin) (kJ/mol): 57.78

***

[3]
Formula: C4H4O2
Source: the OMol25 dataset
Level of theory: ωB97M-V/def2-TZVPD

Positions of all 10 atoms, in Å:
O: -0.243 1.771 1.175
C: -0.087 1.538 -0.189
C: -0.658 0.340 -0.822
O: -1.078 -0.498 0.200
C: -0.434 -1.598 -0.155
C: 0.299 -2.519 -0.382
H: -0.476 0.925 1.584
H: 0.983 1.395 -0.481
H: -0.428 2.389 -0.786
H: 0.914 -3.358 -0.592

Values from the calculation:
HOMO-LUMO gap (eV): 9.135
Largest force on an atom (eV Å⁻¹): 1.09
E_HOMO (hartree): -0.3439
Relative energy (zero: lowest compared OMol25 entry of this formula, charge and spin) (kJ/mol): 564.02

***

[4]
Formula: C28H28BF2MnN2S4
Source: the OMol25 dataset
Level of theory: ωB97M-V/def2-TZVPD

Positions of all 66 atoms, in Å:
Mn: 0.147 0.469 -0.850
S: -1.139 1.605 0.863
C: -0.639 0.845 2.411
C: -1.077 1.420 3.593
C: -0.541 0.987 4.796
C: 0.435 0.005 4.805
C: 0.849 -0.593 3.623
C: 0.318 -0.170 2.414
S: 0.749 -1.007 0.875
C: 2.560 -0.790 0.698
C: 2.949 -0.300 -0.670
C: 4.250 -0.511 -1.105
C: 4.657 0.014 -2.321
C: 3.749 0.751 -3.058
C: 2.457 0.918 -2.577
C: 1.498 1.723 -3.400
S: -0.017 2.206 -2.501
C: 0.496 3.743 -1.718
C: 0.548 4.932 -2.426
C: 0.893 6.107 -1.764
C: 1.154 6.106 -0.401
C: 1.099 4.921 0.315
C: 0.772 3.750 -0.356
S: 0.821 2.221 0.531
N: 2.056 0.377 -1.414
H: -1.805 2.215 3.564
H: -0.870 1.437 5.720
H: 0.875 -0.313 5.737
H: 1.602 -1.365 3.652
H: 3.027 -1.755 0.893
H: 2.881 -0.082 1.463
H: 4.936 -1.080 -0.500
H: 5.663 -0.138 -2.679
H: 4.027 1.197 -3.998
H: 1.156 1.137 -4.259
H: 1.975 2.631 -3.768
H: 0.324 4.948 -3.481
H: 0.956 7.031 -2.319
H: 1.403 7.022 0.112
H: 1.320 4.897 1.372
C: -3.251 -4.970 1.178
N: -1.943 -4.275 1.116
C: -1.797 -3.343 2.249
C: -1.569 -3.656 -0.199
C: -2.096 -2.274 -0.540
C: -3.376 -1.875 -0.200
C: -3.901 -0.658 -0.626
C: -3.186 0.132 -1.502
C: -1.906 -0.256 -1.900
C: -1.309 -1.434 -1.381
H: -3.267 -5.619 2.055
H: -3.410 -5.585 0.293
H: -4.073 -4.266 1.272
H: -1.246 -5.019 1.241
H: -2.537 -2.549 2.177
H: -0.803 -2.904 2.244
H: -1.949 -3.874 3.187
H: -1.900 -4.338 -0.990
H: -0.480 -3.627 -0.229
H: -4.023 -2.532 0.355
H: -4.901 -0.377 -0.336
H: -3.637 1.014 -1.929
H: -1.500 0.181 -2.808
F: 0.500 -1.015 -3.027
B: 0.089 -1.741 -1.986
F: 0.960 -2.650 -1.585

Values from the calculation:
HOMO-LUMO gap (spin up / spin down) (eV): 8.074 / 7.955
Multiplicity: 2
Largest force on an atom (eV Å⁻¹): 2.58
Expectation value of S²: 0.79
Net charge: +3
E_HOMO (spin up / spin down) (hartree): -0.6322 / -0.6256
Relative energy (zero: lowest compared OMol25 entry of this formula, charge and spin) (kJ/mol): 30.27